C44H62BrInN10PS as an isolated structure in a non-equilibrium geometry. Source: the OMol25 dataset; level of theory: ωB97M-V with the def2-TZVPD basis set.

Geometry (Å):
1 In 1.451 2.463 -0.094
2 Br 3.364 1.185 -1.352
3 S 3.356 6.315 -0.055
4 P -0.746 1.238 -0.671
5 N -6.103 0.767 0.101
6 N -1.777 -5.200 1.853
7 N -4.228 -5.480 8.502
8 N -2.709 7.989 -2.300
9 N 1.463 -0.126 -8.433
10 N 5.560 -0.874 3.904
11 N 1.151 4.491 -0.719
12 N 3.916 0.376 -4.562
13 N -4.829 -4.657 3.854
14 N 7.266 2.802 -6.423
15 C 3.780 -1.597 2.795
16 C 7.734 3.409 -7.557
17 C 8.881 4.092 -7.231
18 C -6.997 1.484 0.851
19 C -5.365 -0.041 0.922
20 C -0.348 -0.596 -0.382
21 C 0.360 -0.932 -8.345
22 C 9.111 3.893 -5.848
23 C 5.256 0.282 -6.328
24 C -3.042 7.884 -0.976
25 C 5.598 -0.282 2.668
26 C -3.625 -6.367 10.445
27 C 0.400 0.033 -10.375
28 C -2.085 1.885 0.520
29 C -1.160 6.712 -1.353
30 C 8.096 3.096 -5.375
31 C -0.937 -4.460 1.064
32 C 4.152 1.112 -6.641
33 C -2.778 -4.983 -0.116
34 C -1.565 7.273 -2.540
35 C -3.088 -6.201 8.268
36 C 4.457 -1.681 3.987
37 C -4.772 -5.848 4.526
38 C 1.812 2.191 2.116
39 C 1.106 3.432 4.281
40 C -5.798 0.155 2.211
41 C -4.566 -5.580 9.825
42 C -2.096 7.098 -0.362
43 C -0.322 -0.850 -9.536
44 C -2.900 -5.528 1.139
45 C 3.343 1.154 -5.529
46 C 4.503 -0.710 1.959
47 C -5.716 -3.824 4.480
48 C -0.058 1.161 3.707
49 C 0.408 -1.135 -1.718
50 C 2.248 5.152 -0.530
51 C 0.524 2.524 3.050
52 C 5.084 -0.155 -5.036
53 C -5.638 -5.778 5.590
54 C -6.833 1.121 2.166
55 C -2.688 -6.760 9.458
56 C -1.534 -4.307 -0.163
57 C 1.498 0.462 -9.668
58 C -6.238 -4.494 5.561
59 H 9.928 4.289 -5.262
60 H -3.614 -6.631 11.492
61 H -5.820 -6.563 6.310
62 H -1.818 -7.385 9.601
63 H 4.250 -2.243 4.886
64 H -1.121 -3.768 -1.003
65 H -3.688 -6.118 1.586
66 H -1.597 -5.463 2.810
67 H 1.313 4.476 3.839
68 H 0.010 -4.106 1.444
69 H 9.487 4.670 -7.914
70 H -7.672 2.187 0.386
71 H 6.437 2.228 -6.367
72 H 0.154 -1.491 -7.445
73 H -3.225 8.511 -2.990
74 H -3.504 -5.064 -0.912
75 H -3.118 1.830 0.026
76 H 1.306 -1.794 -1.455
77 H -2.660 -6.252 7.278
78 H -4.740 -4.958 7.807
79 H 0.396 3.462 5.178
80 H 2.864 -2.117 2.551
81 H -6.969 -4.103 6.254
82 H 7.212 3.302 -8.496
83 H -5.901 -2.829 4.104
84 H 2.299 1.135 -9.937
85 H -0.368 -1.725 -2.335
86 H 3.535 0.219 -3.637
87 H 2.118 3.029 4.651
88 H -1.238 -1.370 -9.776
89 H 6.085 0.032 -6.975
90 H 2.050 1.070 2.307
91 H -5.411 -0.342 3.089
92 H -0.503 0.465 2.899
93 H 7.895 2.713 -4.386
94 H 2.411 1.668 -5.346
95 H -1.305 -1.203 -0.183
96 H 3.968 1.625 -7.576
97 H -1.994 1.277 1.489
98 H 0.729 0.556 4.280
99 H 0.408 -0.710 0.482
100 H -4.300 -4.428 3.026
101 H -4.598 -0.686 0.520
102 H 5.691 -0.798 -4.416
103 H -0.302 3.054 2.463
104 H -4.121 -6.642 4.191
105 H -5.443 -5.083 10.211
106 H -7.395 1.510 3.003
107 H -1.139 7.226 -3.531
108 H -0.931 1.363 4.448
109 H -2.080 6.831 0.684
110 H -0.286 6.090 -1.214
111 H 2.145 0.013 -7.700
112 H 2.758 2.758 2.477
113 H 6.399 0.392 2.402
114 H 6.238 -0.736 4.636
115 H 0.813 -0.262 -2.358
116 H 0.146 0.323 -11.384
117 H -6.003 0.827 -0.900
118 H -3.921 8.376 -0.585
119 H 4.251 -0.418 0.949
120 H -1.835 2.998 0.726

Values from the calculation:
Gap between HOMO and LUMO (eV): 6.3
E_tot (a.u.): -5765.0304
Total charge: -1
Highest occupied orbital energy (eV): -4.52
Lowest unoccupied orbital energy (Ha): 0.06627



A 11-piece molecular cluster, C44H64N2O27 overall in a non-equilibrium geometry. Source: the OMol25 dataset; level of theory: ωB97M-V with the def2-TZVPD basis set.

Geometry (Å):
1 O 13.579 14.573 12.240
2 O 21.540 15.549 12.892
3 O 18.371 21.035 16.932
4 O 19.785 15.465 11.453
5 O 17.589 14.806 7.239
6 O 15.492 8.908 12.446
7 O 11.408 10.370 14.005
8 O 15.321 14.661 7.625
9 O 17.395 7.914 12.192
10 O 17.601 18.976 17.674
11 O 14.026 19.054 15.714
12 O 10.045 11.376 12.606
13 O 14.525 20.138 13.800
14 O 8.769 14.784 10.770
15 O 18.234 19.286 15.596
16 O 20.049 13.716 12.749
17 O 12.677 20.592 14.970
18 O 9.252 10.711 14.612
19 O 13.395 13.970 15.598
20 O 8.780 16.196 12.547
21 O 14.826 12.591 12.396
22 O 9.144 14.162 12.892
23 O 14.679 15.908 15.876
24 O 16.656 13.278 8.655
25 O 15.763 7.530 10.698
26 O 15.617 14.668 13.070
27 O 14.762 14.147 17.258
28 N 15.739 18.690 10.623
29 N 13.438 21.810 11.443
30 C 11.170 11.056 11.795
31 C 14.236 12.819 17.414
32 C 18.251 12.298 12.064
33 C 17.413 17.749 17.081
34 C 12.683 20.677 11.580
35 C 17.809 17.872 11.121
36 C 15.431 12.719 8.862
37 C 20.573 14.948 12.425
38 C 12.822 19.910 10.426
39 C 9.134 14.744 14.177
40 C 15.309 15.995 12.831
41 C 16.797 18.767 11.491
42 C 16.172 8.072 11.701
43 C 14.335 14.753 16.177
44 C 18.077 19.897 16.766
45 C 17.388 17.292 9.945
46 C 12.089 20.207 16.195
47 C 14.447 13.751 8.327
48 C 8.887 15.046 11.937
49 C 13.831 19.973 14.794
50 C 14.748 13.836 12.552
51 C 7.990 16.931 14.638
52 C 17.688 17.969 15.695
53 C 13.992 21.774 10.195
54 C 16.227 9.342 13.492
55 C 19.415 13.163 11.602
56 C 13.551 18.968 18.052
57 C 16.145 17.756 9.669
58 C 18.930 14.473 10.993
59 C 13.577 20.600 9.512
60 C 15.393 9.125 14.717
61 C 17.472 8.581 13.391
62 C 11.483 12.281 10.961
63 C 13.210 12.767 16.339
64 C 12.947 18.980 16.637
65 C 13.406 13.243 7.384
66 C 9.060 16.228 13.883
67 C 18.639 17.049 14.989
68 C 12.846 16.725 12.872
69 C 13.956 15.947 12.192
70 C 13.713 12.733 18.865
71 C 12.219 10.721 12.926
72 C 10.143 10.818 13.789
73 C 16.619 14.290 7.814
74 H 7.180 16.267 14.939
75 H 20.095 12.624 10.943
76 H 13.088 13.606 19.054
77 H 7.658 17.785 14.047
78 H 14.027 16.217 11.139
79 H 18.012 16.589 9.414
80 H 10.817 12.479 10.122
81 H 13.844 19.913 18.508
82 H 15.173 12.627 9.916
83 H 12.227 20.968 16.963
84 H 11.013 20.032 16.178
85 H 12.409 18.924 10.275
86 H 11.572 13.172 11.582
87 H 15.008 12.078 17.203
88 H 13.188 11.778 18.885
89 H 14.006 14.250 9.191
90 H 12.223 12.834 16.797
91 H 18.225 16.049 15.118
92 H 19.038 14.391 9.912
93 H 18.738 17.171 13.911
94 H 17.493 7.813 14.163
95 H 16.855 19.526 12.257
96 H 10.037 16.696 14.010
97 H 18.359 9.213 13.442
98 H 14.616 22.591 9.862
99 H 15.845 9.358 15.681
100 H 15.548 17.506 8.804
101 H 15.393 16.603 13.732
102 H 14.878 19.219 10.628
103 H 14.387 18.287 18.213
104 H 13.035 17.797 12.809
105 H 14.991 8.116 14.807
106 H 12.386 18.060 16.478
107 H 12.942 11.514 13.121
108 H 12.721 12.574 7.904
109 H 8.362 14.412 14.871
110 H 12.890 9.936 12.577
111 H 13.511 22.499 12.177
112 H 16.434 17.327 17.308
113 H 12.765 16.569 13.948
114 H 16.454 10.403 13.394
115 H 13.857 20.252 8.528
116 H 19.639 17.110 15.418
117 H 14.574 9.844 14.715
118 H 16.706 18.006 15.223
119 H 13.339 11.920 15.665
120 H 18.577 11.385 12.562
121 H 8.403 17.318 15.570
122 H 12.448 12.171 10.467
123 H 12.159 20.526 12.512
124 H 11.896 16.523 12.379
125 H 17.651 11.939 11.228
126 H 13.828 12.681 6.551
127 H 16.003 16.368 12.078
128 H 12.834 14.061 6.946
129 H 12.724 18.589 18.652
130 H 17.882 14.667 11.222
131 H 10.049 14.422 14.675
132 H 17.615 12.875 12.736
133 H 18.790 17.770 11.561
134 H 14.468 12.744 19.652
135 H 15.327 11.712 8.457
136 H 18.086 16.943 17.373
137 H 10.959 10.133 11.255

Values from the calculation:
SMILES: C[C@H]1COC(=O)O1.C[C@H]1COC(=O)O1.C[C@H]1COC(=O)O1.C[C@H]1COC(=O)O1.C[C@H]1COC(=O)O1.C[C@H]1COC(=O)O1.C[C@H]1COC(=O)O1.C[C@H]1COC(=O)O1.C[C@H]1COC(=O)O1.c1cc[nH]c1.c1cc[nH]c1
Gap between HOMO and LUMO (eV): 7.6
E_tot (a.u.): -3856.0471
Energy relative to the best compared isomer or geometry (same formula, charge and spin) (kcal per mole): 62.25
Highest occupied orbital energy (eV): -7.99
Lowest unoccupied orbital energy (Ha): -0.01394



C44H65BrClFIN4O7RbSi2Te as an isolated structure. Source: the OMol25 dataset; level of theory: ωB97M-V with the def2-TZVPD basis set.

Geometry (Å):
1 I 0.493 0.743 4.990
2 Te -2.043 -2.831 2.047
3 Rb -0.280 0.172 1.347
4 Br 1.962 1.678 8.075
5 Cl 3.161 -0.524 -4.641
6 Si -1.931 -5.297 -0.218
7 Si -4.692 -2.809 4.109
8 F 7.056 2.790 2.712
9 O 2.655 0.574 1.809
10 O 1.445 3.024 2.253
11 O 1.280 -2.157 1.067
12 O -1.726 -0.954 -0.885
13 O 0.604 -1.842 3.662
14 O 0.990 -1.037 -0.838
15 O -4.107 4.113 -4.453
16 N -1.861 2.414 0.586
17 N -2.516 3.458 -1.223
18 N 5.342 -1.100 -0.786
19 N -1.527 4.222 -0.706
20 C 3.481 0.033 1.050
21 C -0.288 -4.612 -0.789
22 C -6.310 -1.960 4.541
23 C -4.319 1.380 -3.462
24 C 4.045 -1.484 -0.741
25 C -3.161 1.690 -5.618
26 C -2.834 -6.060 -1.675
27 C 2.179 0.898 -4.388
28 C 8.078 -0.207 -0.961
29 C -1.679 -6.597 1.103
30 C -3.871 -1.892 2.697
31 C 1.739 1.612 -5.490
32 C 5.781 -0.108 0.086
33 C -0.387 3.605 5.224
34 C 1.860 1.291 -3.102
35 C 0.102 5.186 6.962
36 C -2.957 3.491 -3.831
37 C -2.707 2.397 -0.424
38 C 0.342 2.620 5.889
39 C 5.845 -3.053 -2.260
40 C 5.313 1.441 1.904
41 C 3.130 -1.007 0.138
42 C 7.515 1.319 0.940
43 C -0.331 4.322 -3.821
44 C 0.583 3.139 -4.008
45 C -3.050 1.953 -4.107
46 C 7.116 0.353 0.048
47 C 0.948 2.941 7.098
48 C -2.991 -3.911 0.469
49 C 0.827 4.217 7.634
50 C 7.674 -1.618 -1.340
51 C -1.837 1.169 -3.604
52 C -1.731 4.218 -4.453
53 C -5.046 -4.579 3.611
54 C 6.611 1.849 1.857
55 C -3.551 -2.762 5.591
56 C 0.945 2.729 -5.289
57 C 1.690 -1.467 0.111
58 C 4.884 0.449 1.010
59 C -3.285 3.914 -2.374
60 C 1.069 2.418 -2.924
61 C -1.154 3.555 0.360
62 C -0.507 4.880 5.754
63 C 6.238 -1.644 -1.839
64 H -3.614 -0.872 2.998
65 H -5.196 1.980 -3.705
66 H -3.965 4.123 -5.404
67 H -0.758 -1.149 -0.897
68 H -4.236 1.305 -2.377
69 H 6.642 -3.458 -2.882
70 H -2.062 -1.318 -1.708
71 H 0.594 3.285 -6.151
72 H -6.143 -0.921 4.835
73 H 3.747 -2.221 -1.468
74 H 1.489 3.172 3.204
75 H -4.486 0.368 -3.834
76 H -6.997 -1.962 3.692
77 H 5.727 -3.701 -1.390
78 H 7.766 -2.288 -0.479
79 H 1.107 -2.423 4.239
80 H -3.814 -6.440 -1.379
81 H -3.939 -3.376 6.406
82 H -0.862 3.364 4.282
83 H -1.607 1.343 -2.554
84 H 9.093 -0.177 -0.564
85 H -2.310 2.078 -6.179
86 H -3.179 0.611 -5.782
87 H -4.083 2.089 -6.045
88 H -3.451 1.639 -0.603
89 H -2.627 -7.062 1.382
90 H 1.306 4.442 8.576
91 H 2.002 2.236 2.111
92 H -3.251 5.002 -2.347
93 H -2.559 -3.137 5.330
94 H -2.041 0.101 -3.715
95 H 0.354 -5.418 -1.153
96 H -2.265 -6.894 -2.093
97 H -2.087 5.245 -4.566
98 H -3.257 -3.192 -0.308
99 H 0.804 2.725 -1.920
100 H -1.608 3.835 -5.469
101 H 4.931 -3.085 -2.850
102 H 8.069 0.422 -1.857
103 H -3.438 -1.742 5.966
104 H -0.340 3.876 0.992
105 H -0.399 4.577 -2.768
106 H -1.075 5.630 5.220
107 H -1.010 -7.386 0.749
108 H 0.015 6.178 7.385
109 H -6.808 -2.464 5.373
110 H 0.240 -4.086 0.010
111 H 8.536 1.680 0.938
112 H -4.318 3.623 -2.195
113 H -5.744 -4.626 2.771
114 H -3.909 -4.328 0.888
115 H 6.159 -0.977 -2.704
116 H 2.192 0.705 -2.257
117 H 8.318 -2.006 -2.129
118 H -1.242 -6.161 2.004
119 H -0.426 -3.897 -1.605
120 H -5.493 -5.126 4.444
121 H -4.494 -1.812 1.805
122 H 2.012 1.293 -6.486
123 H 4.610 1.857 2.612
124 H 0.993 -1.967 2.769
125 H -2.985 -5.328 -2.472
126 H -4.127 -5.095 3.323
127 H 0.141 5.181 -4.309
128 H -0.946 1.386 -4.189

Values from the calculation:
Gap between HOMO and LUMO (eV): 7.2
E_tot (a.u.): -6764.4012
Energy relative to the best compared isomer or geometry (same formula, charge and spin) (kcal per mole): 0.00
Highest occupied orbital energy (eV): -7.09
Lowest unoccupied orbital energy (Ha): 0.00500